(1)
A structure of composition C17H31F5P2Re in a non-equilibrium geometry, computed with the ωB97M-V functional and the def2-TZVPD basis.

Molar mass   578.6 u
Energy relative to the best compared isomer or geometry (same formula, charge and spin)   0.000 eV
LUMO (spin up / spin down)   -9.51 / -10.18 eV
Total charge   +2
Total energy   -52403.2283 eV
2S+1   4

Each line ends with the Löwdin charge.
Geometry (Å):
1 P 0.12688 -1.57131 -2.60236  0.9777
2 P 0.11374 1.54577 -2.47510  0.9508
3 C -0.21736 -0.65217 -4.19930  -0.4083
4 C 0.37002 0.74448 -4.15828  -0.4164
5 H -1.30692 -0.64173 -4.35250  0.0922
6 H 0.22562 -1.23347 -5.02041  0.0986
7 H 1.45041 0.74238 -4.37312  0.0904
8 H -0.10654 1.38083 -4.91745  0.0969
9 C -1.50412 2.29899 -2.98107  -0.2444
10 H -1.81142 3.06085 -2.25770  0.0541
11 H -2.27993 1.52371 -3.04465  0.0539
12 H -1.38643 2.76896 -3.96829  0.0621
13 C 1.21313 2.94732 -2.94268  -0.2532
14 H 0.87535 3.37438 -3.89848  0.0699
15 H 2.23930 2.58035 -3.06106  0.0560
16 H 1.19564 3.72489 -2.17337  0.0532
17 C -0.96417 -2.96665 -3.08175  -0.2441
18 H -0.86731 -3.79152 -2.36892  0.0563
19 H -0.67385 -3.31162 -4.08448  0.0731
20 H -2.00358 -2.62234 -3.10457  0.0565
21 C 1.73472 -2.24572 -3.22228  -0.2274
22 H 2.48675 -1.44588 -3.28025  0.0585
23 H 1.57194 -2.65913 -4.22899  0.0663
24 H 2.09980 -3.03987 -2.56303  0.0572
25 Re -0.06640 -0.22891 3.08840  1.7351
26 C 0.71014 1.23845 1.80436  -0.2715
27 C -0.73964 1.23809 1.71989  -0.2089
28 C -1.54793 0.65645 0.58204  -0.1562
29 C -1.81986 -0.85426 0.69900  -0.1524
30 C -0.89772 -1.51111 1.70581  -0.2966
31 C 0.56824 -1.52985 1.60916  -0.3201
32 C 1.36541 -0.86536 0.51471  -0.1969
33 C 1.63929 0.62969 0.77812  -0.1670
34 C 0.25080 -1.61647 4.57324  -0.1778
35 H 1.11680 2.11304 2.30531  0.1320
36 H -1.22458 2.09230 2.20214  0.1390
37 H -1.04503 0.89960 -0.36864  0.0391
38 H -2.50552 1.19364 0.54158  0.1353
39 H -2.85643 -0.98928 1.05419  0.1338
40 H -1.76285 -1.36198 -0.27906  0.1011
41 H -1.29887 -2.44450 2.10808  0.1327
42 H 1.01560 -2.46496 1.98660  0.1231
43 H 0.85278 -0.99470 -0.45222  0.0025
44 H 2.33932 -1.39273 0.43743  0.1353
45 H 2.66659 0.73977 1.16303  0.1340
46 H 1.60409 1.23037 -0.14503  0.0802
47 H 1.04875 -1.22011 5.22098  0.0523
48 H 0.52233 -2.60279 4.19866  0.0503
49 H -0.66700 -1.67639 5.16985  0.0681
50 F -1.94742 1.16129 4.91921  0.0357
51 C -0.56190 1.22913 4.78489  -0.3932
52 F -0.23254 2.50795 4.31427  0.0030
53 C 0.07566 1.08843 6.18564  -0.5407
54 F -0.38539 0.01377 6.87840  0.1353
55 F 1.43210 1.01500 6.12513  0.1338
56 F -0.23046 2.19493 6.93489  0.1498


(2)
A structure of composition C17H31MnN5O4PS in a non-equilibrium geometry, computed with the ωB97M-V functional and the def2-TZVPD basis.

Molar mass   487.4 u
Energy relative to the best compared isomer or geometry (same formula, charge and spin)   0.000 eV
LUMO (spin up / spin down)   -2.54 / -2.59 eV
Total charge   +1
Total energy   -85217.3217 eV
2S+1   6

Each line ends with the Löwdin charge.
Geometry (Å):
1 Mn -0.24924 -0.48312 -0.64865  0.7739
2 C 4.21197 0.98095 2.01319  0.0128
3 C 3.93917 -0.15051 1.09461  -0.3122
4 N 4.70025 -1.16967 0.88284  0.1584
5 N 4.00271 -1.92211 -0.03289  0.0543
6 C 2.83159 -1.41173 -0.39463  -0.7593
7 S 1.68940 -2.02843 -1.46121  0.7154
8 N 2.78787 -0.26103 0.32247  -0.0728
9 N 1.70815 0.61042 0.25593  0.1074
10 H 5.14003 0.78199 2.54272  0.0967
11 H 3.40891 1.09703 2.74456  0.0908
12 H 4.31670 1.91891 1.46300  0.0932
13 H 4.38726 -2.79027 -0.36691  0.1676
14 H 1.32635 0.76392 1.18495  0.1022
15 H 1.99483 1.49295 -0.15188  0.1275
16 C 1.22856 -3.25213 2.10788  -0.0340
17 C -0.24854 -2.91496 2.15150  -0.5941
18 C -1.05895 -3.85760 1.27546  -0.0206
19 C -0.74651 -2.90485 3.58803  -0.0256
20 O -0.32960 -1.52580 1.61506  -0.2353
21 P -1.76222 -0.79391 1.37206  0.2762
22 O -2.77437 -0.92504 2.41146  -0.2096
23 O -2.07895 -1.08179 -0.10000  -0.3373
24 O -1.01706 0.67450 1.26486  -0.2662
25 C -1.73198 1.95481 1.44971  -0.6054
26 C -0.68178 2.99610 1.11449  -0.0322
27 C -2.90743 2.03144 0.48565  -0.0160
28 C -2.17566 2.07871 2.89494  -0.0193
29 H 1.40264 -4.18063 2.65425  0.1006
30 H 1.81299 -2.46156 2.58867  0.0895
31 H 1.56759 -3.39128 1.08043  0.0491
32 H -0.89419 -4.88448 1.60418  0.1014
33 H -0.75138 -3.77807 0.23324  0.0806
34 H -2.12816 -3.64678 1.34252  0.0938
35 H -0.64184 -3.91004 3.99888  0.0979
36 H -1.79168 -2.60561 3.65157  0.0744
37 H -0.14952 -2.21973 4.19468  0.0970
38 H -0.32266 2.86664 0.08719  0.0796
39 H 0.16023 2.93309 1.81030  0.0871
40 H -1.10911 3.99632 1.19410  0.1012
41 H -2.56496 1.93275 -0.54687  0.0677
42 H -3.40673 2.99536 0.58823  0.1018
43 H -3.63730 1.24536 0.68923  0.0958
44 H -1.31619 2.01475 3.56634  0.0969
45 H -2.88500 1.29652 3.16344  0.0791
46 H -2.65071 3.05171 3.03241  0.0998
47 C -1.07813 2.14644 -6.53063  -0.0251
48 C -0.84693 1.55575 -5.16871  -0.2371
49 C -1.89395 1.29507 -4.29392  0.0028
50 C -1.63024 0.74699 -3.05553  -0.1094
51 N -0.39129 0.44360 -2.64274  -0.0384
52 C 0.62384 0.68437 -3.48372  -0.1364
53 C 0.43850 1.23510 -4.73162  -0.0043
54 H -2.12998 2.36821 -6.69954  0.0838
55 H -0.74256 1.45610 -7.30656  0.0960
56 H -0.50595 3.06803 -6.64829  0.0939
57 H -2.91750 1.50967 -4.57420  0.1251
58 H -2.43721 0.52038 -2.36655  0.1085
59 H 1.61013 0.40335 -3.13855  0.0846
60 H 1.29582 1.40383 -5.37143  0.1261


(3)
A structure of composition C17H32BCl2FMgN3NaO6 in a non-equilibrium geometry, computed with the ωB97M-V functional and the def2-TZVPD basis.

Molar mass   522.5 u
LUMO   -3.52 eV
Total charge   0
Total energy   -73192.0497 eV
2S+1   1

Each line ends with the Löwdin charge.
Geometry (Å):
1 C -1.61249 -1.52605 -4.49476  -0.1012
2 N -0.15070 -1.52476 -4.79442  -0.1410
3 C 0.41870 -0.15879 -4.71674  -0.1112
4 B 0.61605 -2.51331 -4.00257  -0.4137
5 O 1.62844 -3.24542 -4.69828  0.1079
6 C 0.47984 -2.83478 -2.41788  -0.3516
7 O -0.41918 -3.54468 -1.99691  -0.1186
8 O 1.39588 -2.33390 -1.43758  -0.0875
9 C 0.78640 -1.10196 -0.97674  -0.2155
10 C 1.48910 -0.54124 0.34492  -0.1355
11 C 0.28661 -0.23885 1.35565  -0.1850
12 C -0.61487 0.97346 0.89959  -0.3307
13 N 0.12253 2.24136 0.75926  -0.0500
14 C -0.81500 3.39592 0.52413  -0.1514
15 C -0.09896 4.62532 1.18814  0.0106
16 C 0.64847 5.65740 0.40380  0.0064
17 C 1.32440 6.75197 1.08126  0.0108
18 C 1.24418 6.83441 2.59729  -0.2645
19 C 0.47779 5.82541 3.42996  0.0093
20 C -0.18191 4.75444 2.72177  -0.1966
21 O -0.94136 3.75932 3.38503  -0.0434
22 H -1.98679 -0.47488 -4.71735  0.0917
23 H -2.12509 -2.18926 -5.25527  0.0929
24 H -1.88413 -1.78600 -3.43411  -0.0468
25 H 0.05761 0.42197 -3.81499  0.0846
26 H 0.01745 0.40833 -5.61911  0.0948
27 H 1.54534 -0.12734 -4.83328  0.0978
28 H 1.89554 -2.63684 -5.41739  0.0994
29 H 0.91176 -0.32245 -1.78302  0.1187
30 H -0.30938 -1.32081 -0.79988  0.0190
31 H 2.16501 -1.31853 0.81601  0.1141
32 H 2.01200 0.43321 0.14914  0.0973
33 H -0.36678 -1.16163 1.34661  0.1090
34 H 0.73473 -0.11414 2.38397  0.1125
35 H -1.11303 0.66876 -0.07437  0.1223
36 H -1.37697 1.14096 1.75193  -0.1325
37 H 0.77992 2.21692 -0.02998  0.1165
38 H -0.96261 3.55168 -0.57908  0.1433
39 H -1.76395 3.16514 1.09305  0.0305
40 H 0.67936 5.57607 -0.76134  0.0542
41 H 1.88190 7.51539 0.47540  0.1296
42 H 1.76106 7.69164 3.11727  -0.0988
43 H 0.44501 5.91048 4.54951  0.1274
44 H -1.86891 4.00612 3.16074  0.0980
45 C 0.76049 -7.22379 2.54318  -0.0240
46 C 0.28896 -5.80828 2.31054  -0.5552
47 O -0.29820 -5.18030 3.18200  0.0403
48 N 0.53686 -5.25431 1.10874  0.0489
49 C 1.21357 -5.84182 -0.03209  -0.0503
50 H 0.48748 -7.53218 3.55613  0.0725
51 H 0.28372 -7.90434 1.83781  0.1095
52 H 1.84962 -7.27528 2.44138  0.0515
53 H 0.19274 -4.30479 1.02310  0.1564
54 H 2.07723 -5.22028 -0.27361  0.0927
55 H 0.52246 -5.83550 -0.87579  0.0921
56 H 1.54300 -6.86140 0.16024  0.0715
57 Cl 3.28373 7.17801 3.46593  0.3547
58 Na 2.58263 -7.43852 4.43142  0.8667
59 Mg -3.14549 1.14189 1.88485  0.6355
60 Cl -2.41920 -2.34233 -1.34399  -0.1989
61 O -5.63238 4.19574 1.79541  -0.1114
62 H -6.27968 4.66967 1.26012  0.0335
63 H -6.15375 3.81665 2.51258  0.0271
64 F 1.09324 6.51108 -1.86738  -0.6362


(4)
A structure of composition C17H32BCrF4N8O, computed with the ωB97M-V functional and the def2-TZVPD basis.

Molar mass   503.3 u
Energy relative to the best compared isomer or geometry (same formula, charge and spin)   0.000 eV
LUMO (spin up / spin down)   -2.17 / -2.32 eV
Total charge   +1
Total energy   -72089.5239 eV
2S+1   5

Each line ends with the Löwdin charge.
Geometry (Å):
1 Cr 0.24004 0.72453 -0.62828  0.9209
2 C 1.31489 3.20973 2.85818  -0.0357
3 N 1.24991 1.81197 2.46250  -0.1297
4 C 2.48886 1.27024 1.91984  -0.0175
5 C 0.08583 1.15558 2.30783  -0.3801
6 N -0.00772 0.23621 1.34900  0.0161
7 C -0.72223 -0.96770 1.54820  -0.2278
8 C -1.01154 -1.51590 2.79428  -0.0376
9 C -1.70275 -2.71351 2.89641  -0.0783
10 C -2.11386 -3.37384 1.74799  -0.0774
11 C -1.79315 -2.85609 0.50251  -0.0249
12 C -1.06160 -1.67738 0.38959  -0.2327
13 N -0.68863 -1.10214 -0.84582  0.0144
14 C -0.42460 -1.88609 -1.90263  -0.3887
15 N 0.23187 -3.05694 -1.79737  -0.1280
16 C 1.20358 -3.29309 -0.74176  -0.0178
17 C -0.04599 -4.19662 -2.65549  -0.0325
18 N -0.80672 -1.47420 -3.12184  -0.1196
19 C -0.01675 -1.73291 -4.31975  -0.0236
20 C -1.89102 -0.51890 -3.28910  -0.0245
21 N -0.93731 1.47034 3.13446  -0.1364
22 C -2.31840 1.22767 2.75289  -0.0225
23 C -0.73125 1.83172 4.52912  -0.0358
24 H 1.83699 3.33227 3.80835  0.0988
25 H 0.31566 3.62656 2.93961  0.0911
26 H 1.85867 3.76331 2.09027  0.0958
27 H 3.30773 1.54806 2.58314  0.1009
28 H 2.69662 1.67321 0.92404  0.0835
29 H 2.42719 0.18796 1.86339  0.0971
30 H -0.68722 -1.00660 3.69422  0.1156
31 H -1.92220 -3.12431 3.87239  0.1072
32 H -2.67698 -4.29442 1.81889  0.1072
33 H -2.10864 -3.37398 -0.39513  0.1189
34 H 1.51060 -2.34837 -0.30253  0.0887
35 H 2.08116 -3.76752 -1.18229  0.1041
36 H 0.79819 -3.93984 0.03912  0.0976
37 H -0.93477 -4.01007 -3.25143  0.0937
38 H -0.22821 -5.07012 -2.02580  0.0990
39 H 0.79099 -4.42005 -3.31954  0.0982
40 H 0.94280 -2.16100 -4.04784  0.0951
41 H 0.17211 -0.78288 -4.82127  0.1018
42 H -0.54098 -2.39643 -5.00963  0.0983
43 H -2.52489 -0.52067 -2.40748  0.0923
44 H -2.48254 -0.81346 -4.15663  0.0987
45 H -1.50506 0.48800 -3.46069  0.0875
46 H -2.38904 1.09635 1.67619  0.0986
47 H -2.91763 2.09043 3.04776  0.0997
48 H -2.72075 0.33603 3.23857  0.0938
49 H 0.32081 1.75034 4.78802  0.0931
50 H -1.29669 1.14238 5.16028  0.0988
51 H -1.07437 2.84650 4.73921  0.0969
52 N -0.28125 4.67610 -1.04105  0.2019
53 C 0.66804 3.72245 -1.01776  -0.5884
54 N 1.78495 3.90442 -1.72217  0.2282
55 O 0.49508 2.70224 -0.29720  -0.0982
56 H -0.14339 5.55688 -1.50372  0.1197
57 H -1.06212 4.57864 -0.41616  0.1217
58 H 1.86576 4.66307 -2.37740  0.1295
59 H 2.39778 3.10273 -1.83686  0.0978
60 F 0.78979 1.00707 -2.57068  -0.0389
61 B 2.21175 0.50279 -2.76018  -1.2036
62 F 2.50173 0.57830 -4.07581  0.2128
63 F 2.98058 1.35312 -1.94945  0.1198
64 F 2.20031 -0.77214 -2.22553  0.1651